Version w
Molecular formula: C10H13NO2V
Method: DFT, the ωB97M-V functional and the def2-TZVPD basis

Values from the calculation:
HOMO (spin up / spin down) = 0.1129 / -0.0201 Eh
2S+1 = 4
charge = -2
<S²> = 3.868

Each line ends with the Löwdin charge.
Geometry (Å):
V  -0.03152  0.21626  -0.70305  0.569
O  -2.67673  -0.62489  -0.89857  -0.109
O  -1.50005  -0.68314  1.07050  -0.123
N  -0.70230  -0.07332  -2.28221  -0.244
C  -0.30084  1.85394  0.80717  -0.195
C  1.08748  1.60294  0.65443  -0.226
C  -0.85071  2.12413  -0.47786  -0.228
C  -3.87848  -1.22748  0.98057  -0.059
C  1.42159  1.72819  -0.71781  -0.231
C  1.89472  -1.42604  1.34468  -0.166
C  2.87760  -1.97570  0.65083  -0.400
C  0.23911  2.14655  -1.40040  -0.244
C  -2.56583  -0.80033  0.35231  -0.713
C  3.45726  -2.33628  -0.47755  -0.235
H  1.78576  1.45357  1.48894  0.085
H  -1.89485  2.36421  -0.64582  0.106
H  -3.89502  -1.17537  2.06890  0.051
H  0.16117  2.33547  -2.47011  0.090
H  -0.08157  -0.71277  -2.87810  -0.077
H  4.43504  -2.78771  -0.57189  -0.023
H  -0.81497  2.00115  1.77368  0.110
H  2.10413  -0.46017  1.91933  0.021
H  -4.04613  -2.24969  0.64064  0.062
H  2.84774  -2.14760  -1.36937  -0.007
H  2.40956  1.54435  -1.14797  0.102
H  -4.66085  -0.60351  0.54892  0.057
H  0.88563  -1.88739  1.39473  0.027

***

Version x
Molecular formula: C10H13NO2V
Method: DFT, the ωB97M-V functional and the def2-TZVPD basis

Values from the calculation:
HOMO (spin up / spin down) = 0.0762 / 0.0243 Eh
2S+1 = 4
charge = -2
<S²> = 3.950

Each line ends with the Löwdin charge.
Geometry (Å):
V  -0.33838  -0.20184  0.04841  0.504
O  1.17194  1.10924  0.98405  -0.121
O  -0.78852  1.11001  2.08363  -0.152
N  -1.76327  -0.27876  0.92692  -0.264
C  1.66723  -1.55179  -0.65005  -0.272
C  -2.04300  0.59680  -1.19775  -0.226
C  -1.17569  -0.27218  -2.00428  -0.197
C  1.46333  -3.01693  -0.78839  -0.254
C  0.43339  1.45808  1.95626  -0.700
C  0.10059  0.41152  -2.14841  -0.242
C  0.00881  1.69285  -1.49120  -0.181
C  0.95749  2.34747  3.05259  -0.043
C  0.38334  -4.02963  -0.53220  -0.212
C  -1.29356  1.80549  -0.89424  -0.179
H  1.98597  -1.05289  -1.61686  -0.003
H  -1.45118  -1.19472  -2.44821  0.072
H  0.90200  -4.93744  -0.97153  -0.059
H  1.92767  2.76290  2.76817  0.057
H  2.19099  -1.06236  0.24557  0.020
H  0.94417  0.05370  -2.70223  0.060
H  0.23191  3.14601  3.23280  0.064
H  0.76201  2.46257  -1.52180  0.080
H  -1.69588  2.67811  -0.40997  0.081
H  -1.83411  -2.04484  1.00126  0.004
H  -0.74879  -4.14251  0.03805  0.027
H  1.05618  1.75606  3.96914  0.068
H  -3.05466  0.39508  -0.92973  0.071

***

Stability comparison, relative energies in kcal/mol: version w 0.0; version x 104.5

***

Version w
Molecular formula: C14H42O7
Method: DFT, the ωB97M-V functional and the def2-TZVPD basis

Values from the calculation:
HOMO = -0.3571 Eh
SMILES string = CCO.CCO.CCO.CCO.CCO.CCO.CCO
charge = 0

Each line ends with the Löwdin charge.
Geometry (Å):
O  -0.60270  -3.81392  -2.94629  -0.078
O  0.14903  -5.56835  3.07501  -0.059
O  -2.60672  -1.39365  3.38250  -0.090
O  -4.19498  3.45929  -0.06861  -0.067
O  0.96581  0.92988  0.24100  -0.075
O  1.49915  1.33061  -2.55061  -0.104
O  1.48306  6.13760  -1.14047  -0.077
C  -2.75651  -1.11141  1.98389  -0.312
C  1.26654  -5.06020  3.76323  -0.352
C  0.64241  -3.17991  -3.02101  -0.338
C  -2.95362  3.01376  0.46668  -0.335
C  0.81668  -1.32533  -0.21595  -0.079
C  0.10191  -0.12039  0.42535  -0.328
C  2.25487  -4.47936  2.78740  -0.091
C  0.26081  -1.83934  -3.53460  -0.108
C  1.24875  4.50904  0.56257  -0.094
C  2.72779  1.73869  -3.11498  -0.280
C  -2.99305  2.78650  1.94473  -0.093
C  0.88760  5.94371  0.10410  -0.322
C  -4.17100  -1.45502  1.48282  -0.062
C  3.81395  0.62114  -3.21805  -0.058
H  3.13051  2.55813  -2.51964  0.106
H  1.36670  6.51040  0.90250  0.101
H  -0.80102  -4.28810  -3.75710  0.086
H  -4.53852  -2.31716  2.03936  0.072
H  -1.98844  2.79807  2.36748  0.080
H  -1.98951  -1.73354  1.52264  0.093
H  1.72806  -1.63549  0.29521  0.078
H  1.77677  -5.78445  4.39823  0.107
H  1.05156  -3.23205  -2.01206  0.095
H  0.97179  -1.16747  -1.28325  0.036
H  1.35552  -3.66001  -3.69114  0.116
H  -4.07045  -1.68407  0.42191  0.072
H  -3.50907  3.68238  2.29004  0.081
H  -2.63671  -2.34608  3.49903  0.070
H  2.43226  6.00301  -1.09037  0.082
H  3.49971  -0.33617  -3.63388  0.056
H  -0.18476  6.13827  0.12079  0.113
H  -2.70886  2.14956  -0.15085  0.103
H  0.89912  2.07657  -2.62211  0.099
H  -4.72033  2.67511  -0.24377  0.080
H  4.61887  0.88273  -3.90491  0.075
H  2.46144  -5.27510  2.07171  0.077
H  -0.43453  -1.30593  -2.88646  0.079
H  3.17114  -4.12051  3.25620  0.077
H  -0.54464  -4.90705  3.13073  0.077
H  0.21775  -2.22925  -0.10498  0.068
H  -4.85268  -0.61793  1.63341  0.066
H  1.00607  4.40746  1.62035  0.072
H  1.10839  -1.15466  -3.50430  0.047
H  2.31372  4.29623  0.46958  0.070
H  -0.23944  -0.33261  1.43853  0.100
H  -2.08405  3.66655  0.39055  0.100
H  0.77598  3.73285  -0.03919  0.050
H  -0.04041  -1.92641  -4.57853  0.086
H  1.01986  -4.32166  4.52599  0.107
H  -0.80820  -0.00852  -0.16396  0.099
H  -3.61173  1.95399  2.27979  0.064
H  4.03803  0.29808  -2.20142  0.075
H  2.38532  2.15331  -4.06308  0.111
H  1.78990  -3.67820  2.21289  0.059
H  -2.45529  -0.07643  1.82208  0.082
H  1.26050  1.03257  -0.66686  0.036

***

Version x
Molecular formula: C14H42O7
Method: DFT, the ωB97M-V functional and the def2-TZVPD basis

Values from the calculation:
HOMO = -0.3525 Eh
SMILES string = CCO.CCO.CCO.CCO.CCO.CCO.CCO
charge = 0

Each line ends with the Löwdin charge.
Geometry (Å):
O  -1.03478  3.09441  -0.43573  -0.081
O  -0.16778  -0.39459  -4.02473  -0.098
O  -2.00778  -0.93259  3.19227  -0.055
O  0.13922  0.61241  -1.25073  -0.097
O  5.39322  -0.61159  -2.70373  -0.095
O  4.23222  1.81641  2.48527  0.063
O  -3.60878  -1.80659  0.97427  -0.018
C  -5.37678  -3.37159  0.41527  -0.027
C  -1.57178  -0.26559  -4.17473  -0.279
C  -1.82578  -0.63859  -5.63573  -0.070
C  2.78022  -0.04559  2.81127  -0.098
C  -2.38278  1.31041  2.44627  -0.122
C  0.68422  -1.62859  -0.66273  -0.040
C  0.81122  3.90341  0.88127  -0.080
C  -1.67978  0.45041  3.27727  -0.370
C  0.09922  -0.28159  -0.09973  -0.223
C  4.71422  -1.76959  -0.68173  -0.068
C  3.34022  1.00841  1.83527  -0.297
C  -4.34678  -2.80759  1.56827  -0.269
C  -0.39778  4.29641  0.04327  -0.262
C  4.30422  -0.74859  -1.79073  -0.293
H  1.54122  -1.77259  -1.25073  0.051
H  -1.07278  4.80141  0.67227  0.106
H  0.44722  -2.05859  0.25427  0.052
H  -2.83778  -0.40859  -5.90373  0.054
H  -0.42778  1.35341  -0.98173  0.040
H  2.09722  0.36841  3.65027  0.100
H  0.77322  0.00841  0.58227  0.026
H  -4.86678  -2.56159  2.41627  0.082
H  -0.90678  -0.40959  0.53327  0.147
H  3.50422  -0.84959  -2.53773  0.108
H  4.05922  0.24141  -1.58373  0.080
H  3.84422  2.40141  2.86327  -0.075
H  5.24122  -2.75959  -0.92873  0.099
H  3.83022  0.20241  1.17027  0.120
H  -5.66978  -4.18559  1.00127  0.038
H  -2.13978  1.15241  1.43327  0.046
H  1.53922  4.66341  1.15027  0.068
H  5.12522  -0.75659  -3.58973  0.055
H  -1.86478  3.48941  -0.67573  0.084
H  -1.90778  0.65141  4.44527  0.159
H  3.53022  -0.61059  3.30527  0.057
H  -1.66178  0.69541  -3.96873  0.071
H  -3.31278  -1.23159  1.52927  -0.068
H  -3.75578  -3.69359  1.75827  0.098
H  -4.78378  -3.76659  -0.49273  0.107
H  -0.01578  4.73841  -0.75173  0.069
H  1.44922  3.31341  0.13227  0.102
H  5.40722  -1.15059  -0.03573  0.087
H  -1.30778  0.05541  -6.22173  0.044
H  -5.98678  -2.67259  0.16127  -0.014
H  -2.22078  2.26141  2.96027  0.094
H  -2.06878  -0.88059  -3.60073  0.061
H  2.48522  1.50541  1.34727  0.095
H  0.05022  -1.97559  -1.40473  0.044
H  2.39922  -0.84659  2.25427  0.033
H  -1.50378  -1.53059  3.63527  0.039
H  0.62822  3.41441  1.86127  0.079
H  -3.56678  1.27941  2.48227  0.142
H  -0.57178  0.45241  3.18427  0.114
H  3.89822  -2.18359  -0.14673  0.026
H  -1.65978  -1.70059  -6.05473  0.111
H  0.16222  -0.23359  -3.12373  0.045

***

Stability comparison, relative energies in kcal/mol: version w 0.0; version x 146.7

***

Version w
Molecular formula: C2H14NO3
Method: DFT, the ωB97M-V functional and the def2-TZVPD basis

Values from the calculation:
HOMO = -0.5647 Eh
charge = +1

Each line ends with the Löwdin charge.
Geometry (Å):
O  -0.88775  -1.60360  1.14571  -0.051
O  -2.27065  1.93217  -0.23916  -0.048
O  1.82438  -1.17752  2.15289  -0.054
N  -0.65122  -0.16194  -1.28305  0.152
C  1.39380  1.08592  -0.72072  -0.053
C  0.81698  0.03779  -1.69512  -0.152
H  -1.76763  2.67619  0.10804  0.051
H  -1.18756  0.61383  -1.68174  0.133
H  0.61003  1.83241  -0.61383  0.069
H  -1.03007  -0.99624  -1.76706  0.172
H  2.14394  -1.94275  2.65219  0.068
H  -0.06481  -1.38919  1.61143  0.012
H  -1.22307  -2.42973  1.51099  0.070
H  2.23536  1.58662  -1.19802  0.089
H  1.40217  -0.87007  -1.60574  0.122
H  -3.18532  2.13770  -0.00870  0.064
H  1.78600  0.71486  0.21710  0.064
H  2.36544  -0.49100  2.56958  0.065
H  0.73229  0.32924  -2.74656  0.128
H  -0.75182  -0.40525  -0.28185  0.099

***

Version x
Molecular formula: C2H14NO3
Method: DFT, the ωB97M-V functional and the def2-TZVPD basis

Values from the calculation:
HOMO = -0.5470 Eh
charge = +1

Each line ends with the Löwdin charge.
Geometry (Å):
O  2.03639  -2.10868  2.34541  -0.057
O  -0.38244  0.81818  1.81649  -0.040
O  0.53047  2.76187  -0.94416  -0.046
N  -0.39739  -0.03254  -1.29588  -0.044
C  0.29032  -1.23926  -0.75485  0.008
C  -1.90869  -0.01762  -1.17293  0.024
H  1.06636  3.47760  -1.30925  0.067
H  1.91224  -1.80281  3.24878  0.040
H  2.05052  -3.06770  2.45162  0.048
H  -0.02575  3.24390  -0.31702  0.061
H  -2.26829  -0.90125  -1.67588  0.102
H  -0.09655  -0.04107  2.14614  0.034
H  -0.11766  0.82430  -0.80224  0.098
H  -0.12192  0.19142  -2.24210  0.166
H  -2.14755  0.02952  -0.11695  0.096
H  -0.44901  -1.96235  -0.45596  0.102
H  1.07934  -1.57629  -1.41995  0.109
H  0.35517  1.40748  2.00562  0.055
H  0.82457  -0.90520  0.13595  0.074
H  -2.23014  0.90049  -1.64282  0.103

***

Stability comparison, relative energies in kcal/mol: version w 0.0; version x 10.1

***

Version w
Molecular formula: C5H6OS2
Method: DFT, the ωB97M-V functional and the def2-TZVPD basis

Values from the calculation:
HOMO = -0.3289 Eh
SMILES string = O=C1SC=C[C@H]1CS
charge = 0

Each line ends with the Löwdin charge.
Geometry (Å):
S  0.90245  -1.33198  -1.79077  0.726
S  0.85743  0.27611  2.34535  0.993
O  -0.65587  -1.70336  1.46486  0.023
C  -0.67727  -0.65818  -1.17694  -0.537
C  0.42479  1.28331  -0.08221  -0.156
C  -0.54289  0.15827  0.02159  -0.456
C  -0.21300  -0.60058  1.20539  -0.700
C  1.04462  1.56418  1.08952  -0.339
H  -1.55175  -1.35083  -1.00379  0.121
H  1.69038  2.31627  1.46617  0.048
H  0.28302  2.00778  -0.87287  0.117
H  -1.01373  -0.17228  -2.02687  0.039
H  -1.57517  0.62011  0.22950  0.202
H  1.02699  -2.40883  -0.86892  -0.082

***

Version x
Molecular formula: C5H6OS2
Method: DFT, the ωB97M-V functional and the def2-TZVPD basis

Values from the calculation:
HOMO = -0.3156 Eh
SMILES string = S=CO[C@H]1C=CSC1
charge = 0

Each line ends with the Löwdin charge.
Geometry (Å):
S  -2.20305  -1.84892  2.45645  0.683
S  -0.01763  2.29842  -1.02817  0.905
O  -0.73326  -0.38242  1.11486  -0.161
C  0.39629  -0.09858  0.20090  -0.340
C  0.77307  1.39834  0.30860  -0.409
C  -0.17145  0.78642  -1.90405  -0.418
C  -0.93809  -1.64152  1.47263  -0.746
C  -0.00300  -0.31897  -1.21442  -0.145
H  -0.15920  -2.39319  1.18141  0.100
H  0.46839  1.64700  1.30369  0.083
H  1.28006  -0.60491  0.57123  0.142
H  -0.40083  0.93635  -2.98008  0.086
H  1.84392  1.53675  0.25847  0.082
H  -0.13523  -1.31477  -1.74150  0.137

***

Stability comparison, relative energies in kcal/mol: version w 0.0; version x 13.0

***

Version w
Molecular formula: C5H6OS2
Method: DFT, the ωB97M-V functional and the def2-TZVPD basis

Values from the calculation:
HOMO = -0.3551 Eh
SMILES string = C[C@H]1SC(=O)[C@H]2S[C@@H]21
charge = 0

Each line ends with the Löwdin charge.
Geometry (Å):
S  0.50231  -2.32443  0.30556  0.914
S  -0.30511  1.66869  -0.64335  1.019
O  2.28737  1.17136  -0.04615  0.048
C  1.19936  0.71185  -0.33957  -0.676
C  0.79645  -0.71124  -0.59020  -0.473
C  -2.40190  0.53223  0.96842  -0.158
C  -0.29931  -0.70552  0.51752  -0.628
C  -1.26396  0.28679  -0.04993  -0.738
H  0.26350  -0.77371  -1.55896  0.096
H  -1.86770  1.23765  1.72949  0.086
H  0.08142  -0.33975  1.44066  0.091
H  -2.80674  -0.45414  1.62952  0.141
H  -1.93868  -0.25518  -0.93305  0.166
H  -3.36968  1.02147  0.42863  0.110

***

Version x
Molecular formula: C5H6OS2
Method: DFT, the ωB97M-V functional and the def2-TZVPD basis

Values from the calculation:
HOMO = -0.3300 Eh
SMILES string = C=C(CC=O)SC=S
charge = 0

Each line ends with the Löwdin charge.
Geometry (Å):
S  1.21046  -0.05982  -1.17917  0.916
S  3.77645  -1.01528  -0.07163  0.616
O  -2.72178  -1.69710  -0.40830  0.057
C  -0.37254  1.90268  -0.18403  0.027
C  -1.56280  -1.36954  -0.44684  -0.276
C  -0.11239  0.59523  -0.18601  -0.630
C  2.38923  -0.21915  0.05016  -1.099
C  -0.92097  -0.42300  0.56002  -0.172
H  0.32050  2.61900  -0.62733  0.070
H  -0.29308  -1.08716  1.18699  0.135
H  2.07575  0.26591  0.99951  0.036
H  -0.85629  -1.90876  -1.16059  0.121
H  -1.22431  2.34036  0.32297  0.074
H  -1.70824  0.05667  1.14426  0.124

***

Version y
Molecular formula: C5H6OS2
Method: DFT, the ωB97M-V functional and the def2-TZVPD basis

Values from the calculation:
HOMO = -0.3158 Eh
SMILES string = CC1=COC(=S)CS1
charge = 0

Each line ends with the Löwdin charge.
Geometry (Å):
S  0.09426  -1.70041  0.11908  0.953
S  2.12513  1.99011  -0.15986  0.690
O  -0.38681  1.26327  -0.18388  -0.090
C  -1.42742  0.43373  -0.22028  -0.226
C  0.90600  0.86059  0.19026  -0.823
C  -1.43492  -0.86214  -0.30882  -0.570
C  -2.67385  -1.72419  -0.47200  -0.109
C  0.84263  -0.29864  0.98101  -0.501
H  1.83737  -0.47923  1.58577  0.146
H  -2.36807  0.99792  -0.55097  0.167
H  0.04428  -0.13013  1.71605  0.096
H  -3.37834  -0.85405  -0.39069  0.074
H  -3.09932  -2.44192  0.25141  0.076
H  -2.72631  -2.29001  -1.50903  0.118

***

Stability comparison, relative energies in kcal/mol: version w 50.0; version x 0.0; version y 14.7